1.
C6H14F4N2O2Pt | wB97M-V/def2-TZVPD

Structure (ORCA input):
```
! RIJCOSX wB97M-V def2-TZVPD def2/J DEFGRID3
* xyz -1 4
Pt 11.96 -17.60 -15.99
F 13.00 -16.57 -14.33
F 12.51 -15.97 -17.34
F 11.59 -19.57 -14.79
F 10.80 -18.87 -17.37
C 9.61 -15.52 -16.02
O 10.11 -16.53 -15.53
N 8.56 -14.95 -15.43
C 7.95 -13.74 -16.10
C 8.00 -15.36 -14.13
H 9.94 -14.97 -16.92
H 6.87 -13.88 -16.05
H 8.33 -13.49 -17.09
H 8.17 -12.94 -15.40
H 7.02 -14.90 -14.01
H 7.81 -16.43 -14.21
H 8.60 -14.95 -13.31
C 14.40 -19.19 -17.85
O 13.72 -18.82 -16.87
N 15.70 -18.75 -18.04
C 16.42 -18.95 -19.29
C 16.46 -18.07 -16.93
H 14.01 -19.66 -18.77
H 15.83 -19.50 -20.02
H 17.40 -19.43 -19.23
H 16.72 -18.01 -19.74
H 15.81 -17.54 -16.22
H 16.98 -18.74 -16.25
H 17.14 -17.28 -17.25
*
```

Values from the calculation:
ΔE to the lowest compared entry with this formula, charge and spin in eV: 0.329
E_HOMO (alpha / beta) in Eh: -0.1575 / -0.1919
Strongest force on any atom in eV/Å: 3.484
Expectation value of S²: 3.757
Kohn-Sham gap (alpha / beta) in eV: 7.0 / 7.1

---

2.
C6H14FN2 | wB97M-V/def2-TZVPD

Structure (ORCA input):
```
! RIJCOSX wB97M-V def2-TZVPD def2/J DEFGRID3
* xyz 1 1
C 2.14 -1.16 0.12
C 1.44 0.04 -0.47
N 1.92 1.36 0.05
C -0.09 0.14 0.16
F 0.19 0.47 1.51
C -0.90 -1.13 0.04
C -2.40 -0.66 -0.16
C -2.27 0.82 0.13
N -0.90 1.30 -0.34
H 1.92 -1.32 1.24
H 3.24 -0.99 -0.06
H 1.84 -2.11 -0.51
H 1.52 0.12 -1.55
H 2.58 1.75 -0.51
H 2.12 1.05 1.07
H 1.11 2.05 0.16
H -0.81 -1.73 0.90
H -0.55 -1.77 -0.69
H -2.65 -0.71 -1.23
H -3.09 -1.20 0.54
H -3.11 1.60 -0.26
H -2.16 0.92 1.25
H -1.06 1.16 -1.40
*
```

Values from the calculation:
ΔE to the lowest compared entry with this formula, charge and spin in eV: 1.036
E_HOMO in Eh: -0.5243
SMILES: C[C@H]([NH3+])[C@]1(F)CCCN1
Strongest force on any atom in eV/Å: 5.405
Kohn-Sham gap in eV: 11.1

---

3.
C6H14FN2 | wB97M-V/def2-TZVPD

Structure (ORCA input):
```
! RIJCOSX wB97M-V def2-TZVPD def2/J DEFGRID3
* xyz 1 1
C 2.03 0.31 -1.14
C 0.92 -0.45 0.65
C -2.70 -0.51 0.11
C -1.49 -1.03 0.69
C -2.58 0.24 -1.22
C -0.40 -0.12 1.02
N 2.90 1.28 -0.93
N -0.58 0.86 1.91
F -1.75 1.34 -1.07
H 2.45 -0.71 -1.11
H 1.66 0.07 1.30
H 1.18 0.53 -1.78
H 1.02 -1.50 0.26
H -3.36 -1.38 -0.22
H -3.36 -0.06 0.87
H -1.70 -1.59 1.56
H -1.08 -1.83 -0.04
H -1.91 -0.36 -1.95
H -3.47 0.52 -1.71
H 3.80 1.04 -0.53
H 0.21 1.27 2.38
H -1.43 1.35 2.23
H 2.58 2.10 -1.30
*
```

Values from the calculation:
ΔE to the lowest compared entry with this formula, charge and spin in eV: 1.992
E_HOMO in Eh: -0.4559
Strongest force on any atom in eV/Å: 4.637
Kohn-Sham gap in eV: 8.4

---

4.
C6H14N2 | wB97M-V/def2-TZVPD

Structure (ORCA input):
```
! RIJCOSX wB97M-V def2-TZVPD def2/J DEFGRID3
* xyz 0 1
H -3.28 -3.51 1.99
N -3.37 -2.82 1.23
C -2.20 -2.41 0.94
N -2.00 -1.50 -0.08
C -0.58 -1.28 -0.46
H -1.28 -2.67 1.47
H -2.63 -1.57 -0.85
H -0.57 -0.54 -1.24
H -0.07 -0.90 0.42
H -0.18 -2.22 -0.85
C 0.47 2.24 -1.86
C 1.46 1.76 -0.84
C 1.26 1.67 0.47
C 2.22 0.95 1.39
H 0.78 3.21 -2.26
H 0.41 1.53 -2.68
H -0.51 2.41 -1.41
H 2.39 1.34 -1.22
H 0.38 2.09 0.94
H 3.20 0.79 0.95
H 1.77 -0.03 1.60
H 2.35 1.46 2.34
*
```

Values from the calculation:
ΔE to the lowest compared entry with this formula, charge and spin in eV: 1.347
E_HOMO in Eh: -0.3269
SMILES: [H]/N=C/NC.C/C=C/C
Strongest force on any atom in eV/Å: 1.683
Kohn-Sham gap in eV: 9.8

---

5.
C6H14N2 | wB97M-V/def2-TZVPD

Structure (ORCA input):
```
! RIJCOSX wB97M-V def2-TZVPD def2/J DEFGRID3
* xyz 0 1
C 2.50 1.14 -0.87
C 2.14 0.01 0.04
C 1.42 -1.04 -0.32
N 1.01 -2.07 0.53
H 3.58 1.20 -1.01
H 2.17 2.09 -0.45
H 2.03 1.02 -1.84
H 2.54 0.06 1.05
H 0.97 -1.10 -1.31
H 1.52 -2.12 1.40
H 0.92 -2.97 0.09
C -2.45 -1.42 0.42
C -2.47 -0.07 0.33
N -1.39 0.72 0.81
C -1.32 1.83 -0.08
H -3.30 -2.02 0.16
H -1.58 -1.95 0.77
H -3.42 0.46 0.41
H -0.52 0.18 0.81
H -2.14 2.52 0.11
H -0.36 2.35 -0.02
H -1.85 1.20 -1.04
*
```

Values from the calculation:
ΔE to the lowest compared entry with this formula, charge and spin in eV: 3.019
E_HOMO in Eh: -0.2953
SMILES: C/C=C/N.C=CNC
Strongest force on any atom in eV/Å: 4.070
Kohn-Sham gap in eV: 9.1